34
Properties=species:S:1:pos:R:3:forces:R:3:nbo_charge:R:1 method="wB97M-V/def2-TZVPD" gap_ev=9.52 de_lowest_kj_mol=0.0 energy_ha=-1144.68879 e_lumo_ev=0.52 multiplicity=1 smiles="NC(=O)CCCS.O.O.O.O.O.O"
C 0.85999 -0.49447 -0.33131 0.3 0.0 0.2 -0.509
C 2.06828 -0.23904 0.58687 0.3 0.0 0.0 -0.400
C 1.80918 0.77845 1.69370 -0.2 0.0 -0.2 -0.519
S 1.95339 2.51181 1.15869 0.0 0.0 0.0 -0.053
C -0.23854 -1.13636 0.45785 -1.0 0.1 0.0 0.717
N -0.13189 -2.44230 0.72074 0.2 -0.1 0.2 -0.773
O -1.24787 -0.51831 0.85593 0.5 0.1 -0.1 -0.731
H 1.14907 -1.16219 -1.14165 0.0 0.0 -0.1 0.245
H 0.50413 0.43224 -0.77656 -0.1 0.0 0.0 0.239
H 2.38273 -1.18525 1.03850 -0.1 0.0 0.1 0.209
H 2.91023 0.09400 -0.02403 -0.1 0.0 0.0 0.226
H 0.83088 0.61018 2.14405 0.0 0.0 0.1 0.218
H 2.54159 0.69058 2.49546 0.0 -0.1 -0.1 0.237
H 0.99770 2.53434 0.21725 0.0 -0.1 0.0 0.128
H -0.80196 -2.86841 1.34460 0.1 0.1 0.0 0.414
H 0.73665 -2.92706 0.58037 0.0 0.0 -0.1 0.405
H -0.70472 -1.68715 -5.20777 0.2 0.2 0.4 0.460
H -0.29449 -0.40859 -4.43054 -0.1 -0.4 0.0 0.496
O -0.22392 -1.38997 -4.41966 -0.2 -0.1 -0.3 -0.990
H -1.94087 0.95036 0.11749 -0.4 0.5 -0.3 0.518
H -3.15050 1.44189 -0.74682 -0.1 -0.1 0.0 0.482
O -2.33455 1.74408 -0.34273 0.4 -0.6 0.5 -0.983
H -2.21560 -0.39062 3.89051 -0.1 0.3 0.1 0.481
H -1.66489 -0.92136 2.53677 -0.4 0.0 0.5 0.502
O -1.83540 -1.16492 3.48305 0.3 -0.2 -0.8 -0.985
H -1.22726 2.33616 -1.46776 0.1 0.2 -0.1 0.509
H -0.86176 3.62715 -2.24903 0.0 0.1 0.0 0.480
O -0.56629 2.72670 -2.09261 0.0 -0.2 0.1 -0.997
H -0.48199 1.75221 -3.56454 0.1 0.0 -0.5 0.512
H 0.38319 1.62425 -4.87022 -0.4 -0.1 0.3 0.475
O -0.43785 1.31404 -4.45242 0.4 0.4 0.1 -0.987
H 0.70118 -2.46103 4.90572 0.0 0.3 -0.7 0.467
H -0.18034 -1.69007 3.88326 0.3 -0.2 0.2 0.496
O 0.71249 -2.08135 4.00682 -0.1 -0.2 0.5 -0.991


46
Properties=species:S:1:pos:R:3:forces:R:3:nbo_charge:R:1 method="wB97M-V/def2-TZVPD" gap_ev=9.47 de_lowest_kj_mol=277.3 energy_ha=-1620.31593 e_lumo_ev=1.98 multiplicity=1 charge=-1
O 1.84156 1.14188 3.37147 -0.8 -2.5 -1.8 -0.543
C 1.52017 0.44818 2.40786 -1.4 1.4 1.4 0.675
O 0.64303 -0.63633 2.34860 1.8 2.2 -0.3 -0.668
B 0.36780 -0.90451 0.90802 0.3 -0.2 0.3 1.168
O 1.26794 0.00091 0.12942 0.3 1.1 0.8 -0.665
C 1.84773 0.91376 0.95705 1.9 0.1 -0.8 0.684
O 2.61708 1.84704 0.68357 -2.6 -2.7 0.3 -0.559
O -1.06122 -0.67496 0.52978 0.0 -0.7 -0.2 -0.653
C -1.60568 -1.82106 0.11091 -2.9 0.1 -1.0 0.680
O -2.76981 -1.98887 -0.31011 3.6 0.7 1.3 -0.572
C -0.53351 -2.91312 0.26537 -0.8 -4.2 0.3 0.668
O 0.59327 -2.37520 0.66299 -0.2 1.0 -0.3 -0.634
O -0.75093 -4.14644 0.17713 0.7 3.8 -0.1 -0.581
O 6.16360 5.83340 -5.03990 -0.2 0.2 0.0 -0.935
H 7.01133 5.95576 -5.46724 0.2 0.1 -0.1 0.465
H 6.25658 5.01500 -4.55225 0.0 -0.2 0.2 0.470
O -6.35752 -0.37835 -5.16364 -0.3 0.0 0.0 -0.942
H -5.77829 0.37937 -5.08250 0.2 0.2 0.1 0.473
H -5.76528 -1.12320 -5.26697 0.1 -0.2 0.0 0.469
O -8.11318 -6.70613 -0.34567 0.1 -0.2 0.1 -0.937
H -8.03470 -5.94808 -0.92485 0.1 0.2 -0.1 0.472
H -9.04966 -6.90391 -0.33482 -0.2 -0.1 0.0 0.466
O 3.31568 -2.12592 -4.73783 0.2 -0.1 0.0 -0.937
H 2.77963 -1.55162 -4.19097 -0.1 0.1 0.3 0.474
H 2.92838 -2.05651 -5.61042 -0.1 0.0 -0.2 0.463
O 5.22754 5.75103 7.92341 0.0 0.2 0.2 -0.942
H 4.46636 5.34377 7.50992 -0.2 -0.1 -0.1 0.470
H 5.95722 5.54421 7.33943 0.2 -0.1 -0.2 0.472
O 7.87113 4.75408 4.20774 0.0 0.1 0.3 -0.940
H 8.55482 4.35573 3.66910 0.2 -0.1 -0.1 0.467
H 7.12382 4.84709 3.61689 -0.3 0.0 -0.1 0.473
O -5.41882 -8.13444 2.93067 0.0 -0.2 0.3 -0.942
H -4.68193 -8.17284 2.32096 0.2 0.0 -0.1 0.470
H -6.13177 -7.74888 2.42148 -0.2 0.1 -0.2 0.472
O -3.23738 3.30392 -3.22788 0.0 -0.1 -0.3 -0.940
H -3.08251 2.96540 -2.34603 0.1 -0.2 0.2 0.475
H -3.72717 4.11485 -3.09106 -0.1 0.2 0.0 0.464
O 4.85723 8.95706 0.89640 0.2 0.1 0.1 -0.936
H 3.99086 9.35662 0.81899 -0.2 0.1 0.0 0.467
H 4.90408 8.34194 0.16451 0.0 -0.2 -0.2 0.469
O -8.45533 0.90621 -0.63213 -0.2 0.2 0.0 -0.941
H -8.15025 0.46742 0.16199 0.1 -0.1 0.2 0.469
H -8.08803 0.38848 -1.34857 0.1 -0.1 -0.2 0.472
O 3.04126 -8.52853 0.21160 0.1 -0.3 -0.1 -0.942
H 2.42196 -7.90146 -0.16185 -0.2 0.2 -0.1 0.474
H 3.22287 -8.19275 1.08938 0.0 0.1 0.2 0.468


46
Properties=species:S:1:pos:R:3:forces:R:3:nbo_charge:R:1 method="wB97M-V/def2-TZVPD" gap_ev=9.00 de_lowest_kj_mol=659.6 energy_ha=-1620.17035 e_lumo_ev=0.88 multiplicity=1 charge=-1
O -3.50387 -1.48826 0.29152 2.5 3.2 0.0 -0.606
C -2.48187 -0.74226 0.29652 -4.8 -6.8 -0.8 0.686
O -1.30387 -1.20026 0.24852 2.6 -0.2 0.0 -0.574
B -0.36587 -0.02326 0.30552 -2.5 -0.6 2.8 1.136
O -1.33387 1.09474 0.45352 5.4 1.1 -0.4 -0.601
C -2.45887 0.65674 0.23552 -5.6 4.4 0.2 0.688
O -3.41687 1.40774 0.13152 0.0 -1.5 0.4 -0.598
O 0.48313 0.06974 -0.77848 0.1 0.4 -1.4 -0.625
C 1.68413 0.12974 -0.28948 3.1 0.8 -4.8 0.699
O 2.66813 0.41274 -0.96548 -1.2 -0.6 0.8 -0.589
C 1.64813 -0.03726 1.10852 4.5 1.5 8.3 0.649
O 0.43013 -0.03226 1.54052 -1.1 -0.7 -1.0 -0.591
O 2.60413 0.12174 1.92852 -2.9 -1.0 -3.8 -0.545
O 4.68413 -0.37126 3.49752 -1.1 -2.2 -2.1 -0.960
H 4.21013 -0.64226 2.60952 1.4 1.2 2.8 0.498
H 4.96913 0.51774 3.37052 0.2 1.0 -0.3 0.456
O -5.80587 -1.32126 -1.37748 -3.0 -0.5 -1.9 -0.960
H -4.92287 -1.38726 -1.14448 2.4 0.2 1.4 0.484
H -6.31587 -0.75626 -0.80648 0.5 0.3 0.5 0.473
O -1.51187 3.50174 1.52652 -1.0 10.6 10.3 -0.900
H -1.45487 2.93874 0.95952 1.5 -10.5 -10.4 0.436
H -2.43887 3.71574 1.53252 -0.5 0.3 0.2 0.462
O -3.40887 -3.85626 1.32652 4.8 3.5 -0.4 -0.975
H -3.48987 -2.88626 1.00352 0.2 -2.3 0.5 0.485
H -4.22787 -4.18126 1.33852 -5.1 -2.0 0.1 0.443
O 3.11113 3.26374 -1.99448 2.2 -1.1 -1.9 -0.947
H 2.87513 4.10274 -1.70648 -1.1 1.9 1.1 0.468
H 2.59613 2.55774 -1.66448 -1.0 -0.7 0.8 0.479
O -4.48687 2.96074 -1.54348 3.3 0.6 1.3 -0.974
H -3.91487 2.48574 -0.80848 -2.1 0.8 -1.8 0.484
H -3.75887 3.61374 -1.76648 -1.6 -0.7 -0.2 0.442
O 0.71313 -4.10026 -0.46548 -2.1 5.6 1.2 -0.972
H 0.94713 -4.63726 -1.17748 0.4 -0.8 -2.2 0.461
H 0.36613 -3.08626 -0.84348 1.8 -4.9 1.0 0.500
O 2.45813 0.02774 -3.78748 -0.3 -0.2 -0.5 -1.018
H 3.28613 -0.03526 -4.33948 -1.1 0.3 2.0 0.509
H 2.47213 0.25874 -2.82348 1.6 0.1 -1.3 0.508
O 0.52513 -1.95526 -2.59248 0.1 4.9 -0.6 -0.979
H -0.37287 -1.51626 -2.39348 1.9 -1.2 -0.6 0.464
H 1.10613 -1.01826 -2.87448 -2.2 -4.3 0.7 0.505
O 5.57513 0.67774 -0.80448 -0.1 -0.2 0.2 -1.014
H 4.71513 0.12074 -0.78948 2.0 2.4 1.0 0.517
H 5.79313 1.40074 -0.12648 -1.7 -2.2 -1.3 0.493
O 0.65313 -0.54326 4.63852 -2.3 2.4 -0.4 -0.935
H 0.16013 0.11674 3.99252 1.6 -2.1 1.9 0.476
H 0.24113 -0.33626 5.52752 0.7 -0.4 -1.6 0.460


35
Properties=species:S:1:pos:R:3:forces:R:3:nbo_charge:R:1 method="wB97M-V/def2-TZVPD" gap_ev=9.36 de_lowest_kj_mol=69.7 energy_ha=-1124.69962 e_lumo_ev=0.08 multiplicity=1 smiles=NC[C@@H](CS)NCO.O.O.O.O.O
C -1.51523 0.94254 -1.02495 1.8 0.8 0.5 -0.225
N -1.08089 1.69880 0.15679 -0.5 0.5 -0.7 -0.846
C -1.65823 -0.59082 -0.78977 0.0 1.7 -1.2 -0.090
C -3.15126 -0.80558 -0.50410 0.6 -2.0 1.3 -0.483
S -3.40682 -2.04346 0.86837 -0.5 -0.1 -0.4 -0.080
N -1.12488 -1.25315 -1.98624 -0.3 -0.2 -0.3 -0.641
C 0.29293 -1.20576 -2.08579 1.2 0.0 0.9 0.083
O 1.06196 -2.03602 -1.17772 -0.2 -0.2 -0.3 -0.766
H -2.35727 1.46189 -1.46918 -0.5 -0.4 0.1 0.204
H -0.70627 1.18700 -1.71787 -0.2 -0.6 -0.3 0.191
H -0.19923 1.38115 0.50957 0.1 -0.2 0.3 0.338
H -1.76603 1.76417 0.88065 -0.2 -0.1 0.5 0.361
H -0.99846 -0.82527 0.05093 -0.5 -0.1 0.4 0.178
H -3.69516 0.08505 -0.21803 0.2 0.2 -0.2 0.219
H -3.65684 -1.34275 -1.29924 0.0 0.4 -0.5 0.235
H -2.37282 -1.77816 1.65724 0.3 0.4 0.0 0.121
H -1.46058 -2.19215 -2.13452 -0.2 -0.2 0.2 0.378
H 0.62837 -0.18234 -1.92286 -0.1 0.2 -0.2 0.142
H 0.71873 -1.52720 -3.03330 -0.7 0.0 -0.3 0.191
H 1.04707 -1.77935 -0.24996 -0.2 0.1 0.2 0.478
H 1.67648 1.24260 1.38105 0.3 0.1 -0.1 0.478
H 2.58371 1.94327 2.34879 0.0 0.0 0.1 0.495
O 1.89887 1.26643 2.31925 -0.3 -0.1 -0.2 -0.967
H 2.76528 0.18114 -0.58822 0.9 -0.3 -0.5 0.503
H 3.94547 1.28679 -0.83328 0.4 -0.8 -0.2 0.500
O 3.08615 1.08057 -0.47725 -1.1 0.7 0.7 -0.992
H 0.26311 0.14309 2.96885 0.1 0.3 0.3 0.500
H -0.63489 -0.88159 3.71495 -0.4 0.2 0.6 0.482
O -0.06413 -0.75911 2.96822 -0.2 -0.2 -0.7 -0.982
H 0.84712 3.18468 -1.37712 0.0 -0.4 0.1 0.476
H 2.29674 2.56276 -1.53067 -0.6 -0.1 0.3 0.483
O 1.77154 3.37194 -1.55553 0.3 0.6 -0.3 -0.970
H 1.99131 -1.16846 2.10931 0.2 0.1 0.2 0.476
H 1.03571 -2.30846 2.14780 -0.1 0.0 0.2 0.484
O 1.93847 -2.10425 1.89384 0.3 -0.1 -0.7 -0.955


36
Properties=species:S:1:pos:R:3:forces:R:3:nbo_charge:R:1 method="wB97M-V/def2-TZVPD" gap_ev=6.52 de_lowest_kj_mol=0.0 energy_ha=-1199.97027 e_lumo_ev=5.32 multiplicity=1 charge=-2
C -0.27845 -0.71604 0.04914 1.2 -2.3 0.3 -0.230
N -1.22087 0.31860 0.23637 -0.7 2.0 0.5 -0.706
C -1.79956 0.35265 1.58047 0.0 -1.2 1.5 0.105
O -0.88115 0.21305 2.68083 -1.0 0.7 -1.7 -0.975
C 0.93724 -0.44795 -0.90135 0.1 1.6 0.2 -0.084
C 1.62611 -1.77142 -1.04762 -0.3 -2.5 -2.4 -0.537
S 2.69171 -2.09216 -2.55697 -0.3 0.8 0.1 -0.764
N 1.94373 0.69791 -0.43311 -0.2 -1.9 0.0 -0.874
H 0.24406 -1.03675 1.03401 -1.2 0.3 -1.3 0.219
H -0.93805 -1.66062 -0.37390 2.0 1.9 0.9 0.165
H -0.93659 1.28062 -0.00927 0.5 -1.0 0.2 0.359
H -2.51308 1.23737 1.57053 1.0 -0.6 0.5 0.137
H -2.39701 -0.56540 1.75994 -0.5 0.3 -0.9 0.125
H 0.53786 -0.01170 -1.81784 0.1 -0.4 -0.2 0.173
H 0.92769 -2.68572 -1.14478 0.5 1.8 0.6 0.200
H 2.26270 -1.99990 -0.22951 0.4 0.1 1.1 0.193
H 2.56171 1.03895 -1.20775 -1.3 -0.8 0.3 0.363
H 2.63406 0.15862 0.12452 -0.6 0.6 0.0 0.354
H -1.15396 -0.44464 5.17389 -0.8 4.8 1.7 0.456
H -1.08862 -1.12587 3.90607 0.7 -0.2 2.2 0.514
O -0.98241 -1.28696 4.94639 0.3 -4.3 -3.9 -1.005
H -0.24068 -1.84005 -3.87622 0.3 0.7 -0.5 0.481
H 0.73301 -0.73501 -3.62101 -0.1 -0.3 -0.7 0.511
O -0.08281 -0.90964 -4.16132 0.5 -1.0 0.6 -0.976
H -1.30182 -0.24029 -3.27543 0.3 -0.1 -0.1 0.488
H -1.68363 0.00974 -1.79391 0.1 -0.2 1.4 0.487
O -1.90096 0.23894 -2.68302 -1.0 0.5 -1.2 -1.019
H -0.37337 2.40950 4.41983 -0.6 -0.4 -0.5 0.463
H -1.25325 1.36205 3.62788 0.6 0.0 -0.2 0.504
O -1.29937 2.16190 4.23468 0.1 0.8 1.0 -1.047
H 1.45080 1.83750 1.69686 0.4 0.2 -0.5 0.463
H 0.61398 0.88504 2.50641 0.8 0.9 0.7 0.510
O 1.43678 1.51843 2.59861 -1.1 -1.0 -0.1 -1.039
H -1.81524 2.13146 -3.01031 0.0 -1.3 -0.2 0.498
H -1.61502 2.81433 -1.69645 0.0 -0.1 0.2 0.461
O -2.00195 2.94381 -2.56100 -0.2 1.7 0.1 -0.973


38
Properties=species:S:1:pos:R:3:forces:R:3:nbo_charge:R:1 method="wB97M-V/def2-TZVPD" gap_ev=8.97 de_lowest_kj_mol=128.1 energy_ha=-1048.11869 e_lumo_ev=2.63 multiplicity=1 charge=-1
O -0.36295 -0.51084 -0.76144 -1.4 0.4 0.5 -0.854
C -0.31760 -0.79338 0.49204 2.3 0.6 -1.1 0.783
O 0.31785 -1.78430 0.87373 -0.7 -0.5 0.9 -0.741
C -0.73211 0.24756 1.56805 -0.8 -0.4 1.8 -0.532
C -0.45235 1.78188 1.49813 -0.1 -1.1 -0.1 -0.497
C 0.43083 2.32471 0.40301 0.1 2.0 -0.8 0.645
N 0.19069 2.20593 -0.94820 -0.2 -0.2 1.7 -0.812
O 1.28847 3.11353 0.77171 0.8 -0.2 0.0 -0.631
H -1.79770 0.11356 1.82405 0.2 0.0 -0.6 0.225
H -0.28502 -0.04946 2.55807 0.0 -0.2 -1.3 0.221
H 0.08219 2.02166 2.43343 -0.2 0.2 -0.7 0.244
H -1.37895 2.37057 1.53894 0.1 -0.2 -0.3 0.216
H -0.58258 1.64375 -1.23898 0.4 -0.5 -0.4 0.406
H 0.90610 2.55625 -1.56458 -0.4 0.0 0.0 0.399
H -2.18695 0.40666 -1.28102 0.6 -0.9 0.2 0.493
H -3.50595 0.11332 -0.51470 0.2 -0.1 -0.2 0.473
O -2.88856 0.80377 -0.76993 -0.9 1.1 0.1 -0.978
H 2.49416 -2.98728 1.50506 -0.5 0.1 0.1 0.514
H 2.55923 -2.16606 2.91941 -0.7 -0.2 -0.2 0.472
O 3.02008 -2.50060 2.15481 1.5 0.3 0.1 -1.006
H 2.01582 0.55638 0.89743 0.4 0.1 -0.1 0.469
H 2.94785 -0.61759 0.94679 0.1 -0.5 0.3 0.501
O 2.96080 0.34386 0.87216 -0.4 -0.1 0.1 -0.958
H -3.49986 -2.14450 -0.28857 -0.1 0.2 -0.1 0.443
H -2.49569 -2.92194 -1.14921 -1.2 0.1 1.1 0.502
O -3.07886 -2.99862 -0.33972 0.7 -0.7 -0.6 -0.966
H -1.97485 -1.13040 -2.95139 -0.2 0.0 -0.4 0.467
H -1.15793 -1.58322 -1.76718 -0.2 -0.1 -0.2 0.517
O -1.87878 -1.90361 -2.39597 0.9 0.3 0.1 -1.013
H 1.22146 -3.27405 -0.12670 -0.2 0.8 -0.7 0.528
H 2.66646 -3.69447 -0.81626 -0.4 0.5 -0.7 0.484
O 2.08419 -3.69102 -0.06689 0.4 -1.2 1.3 -0.999
H -2.72939 3.19405 -1.40898 -0.1 0.3 0.0 0.473
H -2.11033 3.44305 -0.08828 -0.3 0.9 -0.8 0.467
O -2.47444 3.94917 -0.85624 0.2 -1.1 0.8 -0.941
H 3.03618 1.70207 -1.58688 0.0 -0.1 0.3 0.456
H 3.80295 0.63671 -0.78345 -0.4 0.4 0.2 0.501
O 3.86554 1.22291 -1.55224 0.6 0.0 -0.7 -0.974


33
Properties=species:S:1:pos:R:3:forces:R:3:nbo_charge:R:1 method="wB97M-V/def2-TZVPD" gap_ev=10.41 de_lowest_kj_mol=156.0 energy_ha=-692.23190 e_lumo_ev=0.25 multiplicity=1
C 1.77351 1.87269 -0.40161 -0.1 -1.2 -0.2 -0.051
O 2.04934 0.79362 -1.31335 1.1 0.3 3.1 -0.721
C 0.52280 1.56356 0.42038 0.2 0.1 0.4 -0.423
C 0.61414 1.90326 1.90574 -1.5 1.0 0.0 -0.402
C -0.41458 1.13321 2.75413 1.0 -1.0 0.0 -0.608
H 2.63494 1.95848 0.25467 0.2 0.4 0.0 0.172
H 1.69025 2.70771 -1.08624 -0.1 0.5 0.4 0.190
H 1.88961 -0.07303 -0.89723 0.2 0.3 0.4 0.504
H 0.33432 0.48839 0.36809 0.0 0.0 -0.2 0.203
H -0.32503 2.06345 -0.04378 -0.1 -0.1 0.3 0.211
H 0.29561 2.93990 2.03999 0.5 0.3 -0.2 0.194
H 1.62293 1.82362 2.28932 0.2 -0.2 0.2 0.199
H -1.27410 0.77193 2.19872 -0.2 0.4 -0.3 0.210
H -0.73082 1.69207 3.62466 -0.1 0.1 0.1 0.209
H 0.06026 0.21060 3.09984 -0.1 0.0 0.2 0.201
H -1.16466 -3.87639 1.00461 -0.3 0.0 0.2 0.487
H -1.18236 -3.14757 2.39430 -0.3 -0.1 -0.1 0.492
O -0.70519 -3.25014 1.56885 0.6 0.0 0.0 -0.974
H -3.18498 -0.46558 0.43359 0.0 -0.1 -0.1 0.461
H -2.27348 -1.46765 -0.31917 -0.4 -0.2 0.1 0.487
O -2.81818 -1.35318 0.48464 0.2 0.1 0.0 -0.971
H -1.54857 1.46078 -1.93382 0.0 0.0 -0.1 0.479
H -0.24167 1.17719 -2.71489 0.1 -0.4 0.0 0.513
O -0.77260 0.89088 -1.95069 -0.5 0.3 -0.4 -0.976
H 1.70744 0.36767 -2.46756 -0.3 0.2 -0.3 0.460
H 0.75108 -0.60683 -3.29337 0.1 -0.1 0.1 0.455
O 1.46936 0.02746 -3.33841 -0.9 -1.0 -3.4 -1.002
H -1.15309 -0.87494 -1.80880 0.1 -0.3 -0.5 0.494
H -0.37908 -2.16901 -1.57083 0.0 -0.3 -0.6 0.483
O -1.24524 -1.85324 -1.86254 -0.1 0.6 0.3 -0.985
H 1.07422 -2.67574 0.50078 0.5 -0.1 -0.2 0.502
H -0.00023 -1.91356 -0.06127 0.2 0.3 0.2 0.483
O 0.92405 -2.11960 -0.27874 -0.2 0.1 0.6 -0.975